Entry 1:
C5H6O | wB97M-V/def2-TZVPD

Geometry as ORCA input:
```
! wB97M-V def2-TZVPD RIJCOSX def2/J DEFGRID3
* xyz 0 1
C 2.10547 -0.98346 -0.34327
C 1.30006 -0.14253 -0.02680
C -0.06829 0.32046 0.22039
C -0.88209 -0.94635 -0.06006
C -0.49178 1.72895 0.11587
O -0.32497 1.09826 1.37660
H 2.73676 -1.79893 -0.62167
H -0.48409 -1.70225 0.62468
H -0.60985 -1.26134 -1.07111
H -1.96934 -0.92713 0.02979
H -1.52038 1.96564 -0.15795
H 0.22954 2.51979 -0.10748
*
```

Output
**E_HOMO**: -10.09 eV
**Relative energy (zero: lowest compared OMol25 entry of this formula, charge and spin)**: 73.3 kcal per mole
**Total energy**: -269.2294 a.u.
**LUMO level**: 0.97 eV
**HOMO-LUMO gap**: 11.053 eV

Entry 2:
CH2N2O3S | wB97M-V/def2-TZVPD

Geometry as ORCA input:
```
! wB97M-V def2-TZVPD RIJCOSX def2/J DEFGRID3
* xyz -2 1
N 0.68001 0.51839 -1.81108
S 1.00865 0.36950 -0.23265
O 2.49678 0.31916 -0.17477
N 0.16970 -0.85601 0.60695
C -1.23741 -0.70262 0.85304
O -1.89658 0.27780 0.49938
O -1.69220 -1.72515 1.37289
H -0.27562 0.16782 -1.77901
H 0.74667 1.63111 0.66527
*
```

Output
**E_HOMO**: 0.27 eV
**Relative energy (zero: lowest compared OMol25 entry of this formula, charge and spin)**: 41.1 kcal per mole
**Total energy**: -772.6212 a.u.
**LUMO level**: 6.83 eV
**HOMO-LUMO gap**: 6.555 eV

Entry 3:
C9H14 | wB97M-V/def2-TZVPD

Geometry as ORCA input:
```
! wB97M-V def2-TZVPD RIJCOSX def2/J DEFGRID3
* xyz 0 1
C -0.57720 2.14851 -1.68929
C 0.22962 0.85384 -1.67203
C 0.86738 0.28818 -0.58100
C 1.35269 -1.01499 -0.70154
C 0.98651 -1.83144 -1.75618
C 0.48638 -1.22245 -2.91793
C 0.15833 0.12327 -2.87615
H -0.55375 2.55268 -0.66705
H -1.62865 1.89169 -1.80735
H -0.22530 2.91035 -2.37689
H 0.92621 0.88288 0.31542
H 1.71025 -1.50319 0.19856
H 1.16925 -2.89344 -1.67134
H 0.23565 -1.78925 -3.80223
H -0.27086 0.57549 -3.75900
C -1.20008 -0.19718 3.69263
C -0.03830 -0.24743 2.73495
H -2.11361 0.29509 3.35754
H -1.49806 -1.22372 3.94866
H -0.89533 0.25406 4.63987
H -0.10576 -1.11047 2.07212
H 0.93351 -0.37541 3.21553
H 0.05112 0.63291 2.10271
*
```

Output
**E_HOMO**: -8.98 eV
**Relative energy (zero: lowest compared OMol25 entry of this formula, charge and spin)**: 14.5 kcal per mole
**Total energy**: -351.3072 a.u.
**LUMO level**: 1.00 eV
**HOMO-LUMO gap**: 9.975 eV